No. 1
# C32H90N2O24

12 unconnected molecules or ions with the total composition C32H90N2O24 (the ωB97M-V functional and the def2-TZVPD basis, the OMol25 dataset).

Results
2S+1   1
SMILES string   COCCNCCOC.COCCNCCOC.OCCO.OCCO.OCCO.OCCO.OCCO.OCCO.OCCO.OCCO.OCCO.OCCO

CARTESIAN COORDINATES (ANGSTROEM)
C 2.51511 3.18797 -1.30388
O 2.96512 4.58453 -1.33175
C 2.04678 5.56088 -0.81665
C 0.66834 5.55050 -1.39877
N 0.07165 6.86875 -0.97067
C -1.22751 6.96257 -1.56445
C -2.11757 7.65752 -0.56410
O -2.49293 6.90218 0.51981
C -3.07556 5.65176 0.21645
H 1.62621 2.97618 -1.89811
H 2.21706 2.99072 -0.27414
H 3.09957 2.39666 -1.77326
H 2.49038 6.55045 -0.92650
H 1.96270 5.51272 0.26904
H 0.21190 4.66412 -0.95820
H 0.79481 5.39351 -2.46997
H -0.18773 6.79678 0.00280
H -1.55190 5.95730 -1.83332
H -1.04752 7.62976 -2.40740
H -2.94934 8.02918 -1.16253
H -1.86021 8.66904 -0.24997
H -3.59010 5.61535 -0.74377
H -3.57461 5.10418 1.01595
H -2.33058 4.94059 -0.14040
C -1.34643 -7.20473 3.86478
O -2.34564 -6.23046 4.07015
C -1.96061 -5.17378 4.91600
C -3.29425 -4.46247 5.27294
N -4.26699 -4.13740 4.19845
C -3.78011 -2.99590 3.35712
C -4.47175 -3.00388 1.93289
O -4.00599 -4.19374 1.26967
C -2.59362 -4.26074 0.76384
H -0.36645 -6.73051 3.91828
H -1.53654 -7.70516 2.91529
H -1.56182 -8.03068 4.54265
H -1.29821 -4.67251 4.21027
H -1.35829 -5.44982 5.78151
H -3.08867 -3.60571 5.91466
H -3.89291 -5.00392 6.00542
H -4.22252 -4.95938 3.61324
H -2.71006 -3.05717 3.15880
H -4.15891 -2.10051 3.84998
H -4.30069 -2.15974 1.26486
H -5.49289 -3.32893 2.13216
H -2.01189 -5.11238 1.11656
H -2.20450 -3.24256 0.76154
H -2.68042 -4.58038 -0.27462
C 5.33954 -0.51117 -0.12920
C 4.69360 -1.32734 0.97032
O 5.28649 -2.68274 1.08126
O 4.82318 -0.88068 -1.39809
H 6.42176 -0.63305 -0.08392
H 5.22513 0.54057 0.13322
H 3.64420 -1.35256 1.26395
H 5.08607 -0.94507 1.91262
H 4.59336 -3.27517 1.38157
H 4.97982 -1.79751 -1.63573
C 0.30955 -1.14355 6.11418
C 0.44265 -2.46450 6.89398
O 0.90730 -3.39598 5.98754
O 1.52797 -0.63927 5.78868
H -0.27839 -0.45713 6.72349
H -0.31245 -1.25695 5.22629
H -0.54067 -2.80954 7.21357
H 1.20587 -2.33974 7.66211
H 1.63382 -2.94711 5.54903
H 1.59181 0.24447 5.41919
C 2.53191 2.83685 3.38535
C 3.11203 4.20197 3.04521
O 3.91928 4.66855 4.15605
O 1.74736 2.23928 2.46338
H 1.91084 2.79784 4.28025
H 3.38905 2.20111 3.60726
H 2.42740 4.82465 2.46934
H 3.89008 3.96957 2.31807
H 4.39872 5.44351 3.85408
H 0.99396 2.76594 2.18658
C 1.17243 -6.18747 -0.78764
C 1.77818 -5.48097 0.55359
O 2.97675 -4.66763 0.47283
O 2.22932 -6.61267 -1.54862
H 0.60967 -5.53937 -1.45947
H 0.56125 -7.03829 -0.48653
H 1.97931 -6.24746 1.30202
H 0.98900 -4.89212 1.02107
H 3.55609 -5.14298 -0.12717
H 1.87833 -6.67519 -2.43996
C -2.01223 1.83926 1.67331
C -2.46514 1.13521 2.89832
O -1.71467 0.04444 3.32747
O -0.87702 2.59936 1.89116
H -2.87566 2.45813 1.42922
H -1.91002 1.07470 0.90318
H -3.45927 0.76567 2.64684
H -2.70530 1.78539 3.73957
H -0.97986 0.43534 3.80586
H -0.55872 2.54490 0.98711
C -2.73206 -0.92395 -6.03447
C -3.18549 -1.07298 -4.58103
O -2.22090 -0.22703 -3.86114
O -1.55363 -1.60911 -6.35337
H -2.51137 0.12179 -6.24852
H -3.53695 -1.26770 -6.68416
H -3.01917 -2.11083 -4.29241
H -4.21149 -0.71168 -4.51100
H -1.38162 -0.34899 -4.31096
H -1.56495 -2.45959 -5.90820
C 0.10189 0.47887 -0.84398
C 1.09409 -0.06510 0.23230
O 1.41839 -1.43785 0.11582
O -0.31287 1.83426 -0.62012
H -0.66379 -0.28483 -0.98031
H 0.46493 0.46618 -1.87166
H 0.58519 0.07795 1.18554
H 1.93842 0.57664 0.48405
H 1.99482 -1.52400 -0.64700
H -1.18936 1.81634 -1.01132
C -5.05040 1.57118 -1.60411
C -3.98665 2.66617 -1.96842
O -2.74020 2.10964 -1.98085
O -5.16817 0.66687 -2.63239
H -5.97299 2.14479 -1.51524
H -4.76649 1.10956 -0.65838
H -3.91744 3.44606 -1.21008
H -4.07743 3.25418 -2.88171
H -2.87606 1.33185 -2.52692
H -6.05363 0.31293 -2.74323
C 4.97869 -2.97951 -5.09458
C 5.32193 -1.51719 -5.11296
O 4.26203 -0.72424 -5.78776
O 3.83643 -3.14112 -4.37910
H 5.66454 -3.72174 -4.68618
H 4.73714 -3.09445 -6.15125
H 6.13132 -1.46088 -5.84083
H 5.40015 -1.05535 -4.12874
H 3.85338 -1.22856 -6.49505
H 3.52158 -2.24872 -4.54068
C 0.28743 2.13969 -4.51486
C 1.55195 2.27490 -5.44677
O 2.68440 2.71589 -4.58178
O -0.11268 3.33689 -3.94499
H 0.39909 1.34270 -3.77972
H -0.57299 1.75001 -5.05885
H 1.26583 3.01417 -6.19491
H 1.74662 1.24758 -5.75467
H 2.24216 3.39944 -4.07306
H -0.89139 3.18466 -3.40457

Cartesian forces, eV/Å:
C -1.39 1.01 0.41
O -0.08 -1.00 -0.68
C 1.19 -0.36 0.31
C 1.19 0.77 1.11
N 0.76 -2.29 -0.23
C 0.73 1.58 0.09
C -1.58 1.18 -2.27
O -0.71 -0.93 1.59
C 1.12 -1.00 -1.48
H -0.66 0.90 -0.03
H 0.32 -0.54 0.13
H 1.48 0.78 0.52
H 0.28 -0.16 -0.67
H -0.02 -0.62 0.48
H -0.88 -0.02 -0.23
H -0.60 0.52 -0.17
H 0.90 -0.34 0.62
H -0.68 0.27 -0.40
H -0.90 -0.29 -0.58
H -1.21 -0.70 -0.16
H 1.37 -0.39 0.58
H -1.28 0.89 0.24
H -0.23 0.96 0.23
H 0.99 -0.27 0.64
C -1.14 -0.25 -0.10
O -0.71 -1.37 -0.07
C -0.94 0.48 -1.35
C -0.19 0.55 0.85
N 1.63 0.53 -0.49
C -1.53 -0.09 -1.00
C 1.49 -2.67 1.51
O 1.66 -0.91 -0.92
C -2.62 0.34 -0.66
H 0.25 -0.49 0.07
H 0.26 0.51 -0.48
H 0.86 0.07 0.71
H 0.23 1.39 0.68
H -0.27 -0.26 0.28
H 0.27 0.68 -0.52
H 0.32 -0.99 -0.16
H -0.29 -0.27 -0.39
H 0.19 0.52 0.42
H 0.81 0.31 0.18
H -0.25 0.43 0.47
H -0.39 0.93 -0.34
H 0.07 0.59 1.31
H 0.69 -0.34 0.39
H -0.32 0.43 -0.40
C -0.64 -1.42 0.42
C 2.05 -1.05 2.95
O -0.58 0.69 -1.11
O -0.35 1.25 -0.66
H 0.13 -0.47 0.02
H -0.70 0.16 -0.75
H -0.39 0.08 -1.49
H 0.24 0.99 0.10
H -0.22 -0.17 -0.17
H 0.29 -0.17 0.60
C -2.79 0.39 1.07
C -0.02 1.44 -1.13
O 0.62 -1.50 -0.90
O 2.83 -0.07 -0.15
H 0.03 0.37 0.45
H -0.11 -0.67 -0.22
H 0.15 0.22 0.47
H -0.45 0.16 0.66
H 0.33 -0.28 -0.34
H -0.60 -0.09 0.03
C 0.44 0.56 2.49
C 1.99 -1.25 -0.68
O -1.58 0.27 -0.16
O -0.21 -1.22 -2.81
H 0.35 0.92 0.89
H 0.01 -0.22 -0.15
H -0.38 0.78 0.97
H -0.19 -0.13 -0.72
H 0.04 0.05 0.00
H -0.20 0.09 0.45
C 0.45 1.64 1.95
C -0.61 -0.40 -0.34
O -1.42 -0.56 -0.65
O 1.57 -0.89 -1.10
H -0.57 0.58 0.77
H -0.30 0.09 0.38
H 0.05 -0.49 -0.26
H 0.06 0.38 -0.28
H 0.29 -0.05 -0.23
H 0.55 -0.18 -0.19
C -1.51 -0.54 1.15
C -1.88 -0.23 0.47
O 0.71 -0.22 0.15
O 0.14 0.26 -0.31
H -0.15 0.41 -0.48
H 0.28 0.09 -0.13
H -0.16 -0.43 -0.14
H 0.44 0.55 0.07
H 0.37 -0.30 0.03
H 1.22 0.44 -0.74
C -1.25 -0.18 -0.33
C 2.40 1.19 -1.21
O -1.46 -0.39 0.71
O 0.83 -0.19 0.37
H -0.34 0.08 0.04
H -0.20 0.05 -0.25
H -0.55 -0.11 0.34
H 0.31 -0.01 0.64
H 0.21 -0.06 -0.05
H 0.04 -0.25 -0.10
C 1.65 -0.79 -0.62
C -1.01 1.00 0.78
O -0.40 0.55 -0.35
O 0.11 -1.10 0.25
H -0.93 0.30 0.86
H 1.05 -0.02 -0.04
H -0.55 -0.51 0.12
H 0.55 0.07 -1.03
H 0.31 -0.18 -0.11
H -0.67 0.80 -0.21
C -0.11 2.96 -0.08
C -1.16 0.73 1.19
O 1.97 -1.33 -0.34
O 0.50 -1.22 -1.36
H -0.29 -0.13 0.50
H 0.03 -0.01 0.10
H -0.63 -0.13 0.47
H -1.04 -0.44 -0.48
H 0.88 -0.77 -0.52
H -0.01 0.16 0.31
C 0.63 0.03 -0.86
C 0.27 0.70 -1.65
O 0.10 -0.68 1.36
O -2.09 0.17 1.23
H 0.77 0.46 -0.57
H 0.44 -1.12 -0.58
H 0.86 0.54 0.85
H 0.54 0.05 -0.19
H 0.17 -0.24 -0.28
H -1.73 0.14 0.74
C -0.12 -1.44 -1.18
C -0.72 0.13 3.34
O -1.69 -0.58 -1.66
O 0.50 1.28 0.35
H 0.81 0.09 0.48
H 0.01 -0.07 -0.95
H 0.59 -0.21 -0.39
H 0.32 0.40 -0.59
H 0.36 0.45 0.42
H -0.09 -0.06 0.21



No. 2
# C32H90N6O10

10 unconnected molecules or ions with the total composition C32H90N6O10 (the ωB97M-V functional and the def2-TZVPD basis, the OMol25 dataset).

Results
2S+1   1
SMILES string   COC[C@H](C)N.COC[C@H](C)N.COC[C@H](C)N.COC[C@H](C)N.COC[C@H](C)N.COC[C@H](C)N.CCO.CCO.CCO.CCO

CARTESIAN COORDINATES (ANGSTROEM)
C -1.70069 -1.78295 4.85218
C -2.86873 -2.59779 5.54499
O -2.34797 -3.60570 6.39186
H -1.12144 -2.23528 4.04722
H -0.99413 -1.36340 5.56832
H -2.25823 -1.03319 4.29084
H -3.59946 -2.95081 4.81732
H -3.24185 -1.76169 6.13644
H -3.03976 -4.22972 6.62341
C 1.77170 -6.02636 2.77968
C 2.32637 -5.01939 3.87323
O 2.32383 -5.75678 5.15593
H 0.81943 -6.44373 3.10691
H 2.49313 -6.84324 2.76085
H 1.63017 -5.57148 1.79929
H 1.59086 -4.21623 3.91871
H 3.28514 -4.63684 3.52321
H 1.45946 -6.15106 5.29378
C -2.99753 -2.63558 1.39936
C -4.18153 -1.74109 1.06751
O -5.00020 -1.61394 2.23091
H -3.23285 -3.22930 2.28266
H -2.12245 -2.00358 1.55069
H -2.82763 -3.25710 0.52018
H -4.81745 -2.20398 0.31290
H -3.97891 -0.78274 0.58938
H -5.38672 -0.73552 2.20652
C 1.50111 -5.51104 -1.35162
C 2.41262 -4.44790 -1.88747
O 2.58791 -3.41956 -0.91152
H 1.39318 -6.29242 -2.10388
H 0.54061 -5.13257 -1.00190
H 1.88697 -6.04951 -0.48603
H 2.00013 -3.90112 -2.73540
H 3.35884 -4.93173 -2.12972
H 3.32977 -2.87722 -1.18923
C -0.42400 0.60055 -5.12474
C 0.96204 0.90409 -4.43949
C 1.98946 1.38303 -5.50416
O 3.26231 1.58407 -4.84262
C 4.36426 1.78099 -5.73225
N 0.71538 2.02947 -3.55390
H -0.25286 -0.31955 -5.68352
H -0.68122 1.42663 -5.78771
H -1.17354 0.51984 -4.33748
H 1.36669 0.01970 -3.94736
H 1.61824 2.23094 -6.07979
H 2.04468 0.66928 -6.32611
H 4.31545 2.74224 -6.24384
H 4.42935 0.96787 -6.45522
H 5.35599 1.71308 -5.28507
H 0.42334 1.69649 -2.64619
H 1.56735 2.55980 -3.43991
C 3.74516 1.50829 5.13121
C 4.74047 2.43887 4.41254
C 4.05632 3.68734 3.84979
O 3.05673 3.42543 2.92144
C 3.59255 3.14404 1.60049
N 5.81319 2.71974 5.41760
H 3.43360 1.98258 6.06184
H 4.14462 0.52966 5.39734
H 2.87895 1.33980 4.49138
H 5.25277 1.85943 3.64449
H 4.89259 4.18807 3.36193
H 3.66628 4.34697 4.62494
H 3.96811 4.01120 1.05728
H 2.80413 2.70245 0.99099
H 4.42672 2.44898 1.69623
H 5.36207 3.25483 6.14580
H 6.04482 1.81517 5.80254
C -1.37384 -0.69382 -1.73126
C -0.71640 -0.25885 -0.39885
C 0.27779 -1.31878 0.19165
O 0.41067 -0.94601 1.53277
C 1.29980 -1.80987 2.24981
N 0.10899 0.89162 -0.68167
H -2.07357 -0.04049 -2.25246
H -1.79298 -1.69996 -1.74126
H -0.48267 -0.71698 -2.35846
H -1.46796 -0.00352 0.34818
H 1.16218 -1.46917 -0.42750
H -0.24911 -2.27090 0.25424
H 0.60313 -2.60308 2.52105
H 1.56301 -1.33379 3.19436
H 2.24891 -2.03470 1.76325
H -0.50325 1.61581 -1.02926
H 0.53431 1.22603 0.17119
C -2.39590 4.09046 -5.28583
C -2.39371 3.65037 -3.83926
C -1.48143 4.49634 -3.00282
O -1.73812 4.27866 -1.64598
C -0.72134 4.70667 -0.75417
N -3.70511 3.87450 -3.41135
H -2.97501 4.96335 -5.58716
H -2.89236 3.29343 -5.83932
H -1.38899 4.34543 -5.61634
H -2.15455 2.58753 -3.87483
H -1.72166 5.55420 -3.10921
H -0.45959 4.32551 -3.34157
H 0.25005 4.30988 -1.04923
H -0.99244 4.35150 0.24004
H -0.71737 5.79553 -0.80392
H -4.17601 2.99021 -3.53937
H -3.50116 3.96028 -2.42589
C -1.23403 2.20385 3.58190
C -2.02585 3.45873 4.08496
C -1.26107 3.95228 5.38510
O 0.09923 4.39184 5.06336
C 0.77139 4.83317 6.15627
N -1.99632 4.43831 3.02915
H -1.71150 1.88039 2.65696
H -1.48533 1.35101 4.21246
H -0.16206 2.35058 3.44981
H -3.00587 3.03494 4.30421
H -1.09193 3.10635 6.05134
H -1.81316 4.69393 5.96238
H 0.27637 5.49225 6.86949
H 1.43748 5.60543 5.77152
H 1.46686 4.09708 6.55950
H -2.55646 5.23132 3.30749
H -1.02294 4.70367 3.07628
C 0.02476 -3.72939 -6.29462
C -0.95402 -3.88893 -5.19045
C -2.24469 -2.99175 -5.32233
O -3.05088 -2.98602 -4.10438
C -4.22629 -2.17581 -4.19719
N -1.23271 -5.30163 -4.99169
H 0.60267 -2.80601 -6.25582
H -0.60946 -3.68450 -7.17997
H 0.77289 -4.49789 -6.48907
H -0.65473 -3.52221 -4.20860
H -2.90412 -3.32795 -6.12247
H -2.10231 -1.92007 -5.46133
H -4.84515 -2.45898 -3.34577
H -4.90359 -2.55626 -4.96178
H -3.91649 -1.13425 -4.11176
H -1.87861 -5.20846 -4.22082
H -1.70249 -5.66189 -5.81000

Cartesian forces, eV/Å:
C -1.06 -0.87 -0.56
C 2.11 1.47 -0.28
O 0.08 -0.23 -0.21
H -0.01 -0.75 0.25
H -0.32 0.11 0.09
H 0.18 0.62 0.29
H 0.03 -0.04 0.05
H -0.95 -0.36 0.32
H -0.09 0.06 0.00
C 0.86 0.61 1.12
C -2.50 -2.10 -0.50
O 1.28 1.23 -1.13
H -0.10 0.11 0.04
H -0.08 -0.09 -0.41
H 0.19 0.03 0.03
H 0.29 0.34 0.28
H 0.21 -0.26 0.89
H -0.15 0.18 -0.29
C -0.08 0.88 -0.76
C -1.11 -0.71 -0.30
O 0.20 0.64 0.22
H 0.11 -0.03 -0.15
H 0.16 -0.28 0.34
H 0.28 -0.27 0.22
H 0.01 -0.48 -0.19
H 0.65 0.28 0.48
H -0.17 -0.02 0.18
C -0.35 -0.53 0.29
C -0.05 0.52 0.38
O 0.32 -0.17 0.62
H -0.43 0.15 -0.18
H -0.16 0.12 -0.45
H 0.54 0.28 0.08
H -0.10 -0.70 -0.56
H 0.20 0.22 -0.24
H 0.04 0.10 0.01
C 1.96 -0.15 0.40
C -0.76 1.40 -1.51
C 0.05 -0.85 0.37
O -0.09 0.05 -0.65
C -0.26 -0.37 -0.36
N 0.20 0.20 0.04
H -0.69 -0.16 -0.14
H -0.04 -0.04 0.00
H -0.03 -0.28 -0.24
H 0.02 -0.16 0.11
H 0.06 0.89 0.65
H 0.51 -0.79 0.19
H -0.19 0.06 -0.13
H -0.46 -0.02 -0.42
H -0.40 0.21 0.98
H 0.23 -0.03 0.12
H 0.18 -0.01 0.28
C -0.52 0.21 -0.77
C -0.14 -1.57 1.84
C 1.80 -0.08 -0.01
O -0.26 -0.25 -1.52
C -0.26 -0.28 0.81
N -0.40 0.85 -1.23
H -0.23 0.08 0.01
H 0.31 0.04 -0.12
H -0.25 -0.05 0.13
H -0.21 0.22 -0.42
H 0.02 0.71 -0.06
H -0.14 -0.17 0.16
H -0.08 0.46 0.36
H -0.03 -0.07 0.24
H -0.06 -0.20 -0.15
H 0.16 0.05 0.43
H 0.20 0.04 0.26
C 1.39 -0.57 0.10
C 0.20 -0.80 -0.37
C -3.01 -0.20 -0.26
O 2.08 1.12 0.28
C -1.31 0.74 0.73
N 0.03 0.68 -0.38
H -0.10 0.43 0.63
H -0.07 0.00 0.28
H -0.08 -0.29 -0.60
H -0.12 -0.36 0.32
H 0.30 0.44 0.32
H -0.04 -0.57 -0.61
H 0.93 -1.07 -0.09
H -0.11 0.31 -0.01
H -0.38 -0.43 -0.45
H -0.08 0.53 0.19
H 0.03 0.12 0.18
C 0.80 0.15 -1.10
C 0.87 0.99 -2.27
C 0.40 0.75 -0.31
O 0.41 -1.62 0.95
C -0.65 0.11 -0.51
N -1.79 -0.37 1.82
H -0.24 0.27 0.98
H 0.55 -0.18 -0.47
H 0.23 -0.68 -0.51
H 0.70 -0.04 0.57
H -0.02 0.33 -0.89
H 0.26 -0.14 0.46
H 0.17 -0.03 -0.02
H 0.02 0.15 -0.03
H 0.39 0.22 0.36
H -0.72 0.08 0.22
H -1.43 -0.04 0.82
C -1.38 -0.03 -0.09
C 2.44 -1.50 0.84
C 0.34 -1.05 -0.42
O -3.16 -0.51 -1.23
C 2.40 1.91 0.12
N -0.29 -0.08 0.18
H 0.32 0.30 -0.46
H 0.61 0.05 0.52
H -0.11 0.02 0.10
H -0.24 0.72 0.25
H -0.44 -0.31 0.15
H 0.08 0.49 -0.21
H -0.90 -0.85 0.49
H 0.62 0.04 -0.30
H -0.48 -0.34 0.65
H 0.04 0.37 -0.09
H 0.24 0.72 -0.56
C 0.18 1.15 -1.30
C -0.88 0.76 1.58
C -1.00 0.30 0.31
O 0.56 -0.96 -0.27
C 0.47 -1.59 1.00
N -0.20 0.75 0.51
H -0.24 0.26 0.05
H 0.30 0.09 -0.57
H -0.38 -0.42 0.66
H 0.98 -0.10 0.08
H 0.04 -0.27 -0.40
H 0.96 0.04 -0.60
H 0.38 0.36 0.62
H 0.38 0.85 -1.01
H -0.59 0.20 -0.67
H -0.58 -1.16 0.13
H -0.34 -0.23 -0.03



The records above yield HOMO-LUMO gap values of 8.73; 9.24 eV, respectively.
The records above yield energy above the lowest of the compared OMol25 structures with the same formula, charge and spin values of 690.4; 417.9 kJ/mol, respectively.